Formula: C5H11NO
Source: the OMol25 dataset
Level of theory: wB97M-V/def2-TZVPD

For the energy above the lowest of the compared OMol25 structures with the same formula, charge and spin, the calculation gives 2.503 eV. The SMILES is [H]/N=C(/C)CO.C=C.

Structure (XYZ):
```
18
C5H11NO | the OMol25 dataset | wB97M-V/def2-TZVPD
H 0.308 1.482 2.375
N 0.825 1.601 1.504
C 0.270 1.104 0.481
C 0.926 1.269 -0.853
C -1.188 0.663 0.459
O -1.984 1.306 -0.502
H 0.326 1.902 -1.505
H 1.913 1.699 -0.733
H 1.007 0.294 -1.328
H -1.163 -0.431 0.206
H -1.630 0.750 1.463
H -2.025 2.246 -0.293
C 0.356 -2.084 0.402
C 0.444 -2.557 -0.827
H -0.335 -2.491 1.122
H 0.994 -1.233 0.754
H -0.214 -3.333 -1.189
H 1.170 -2.187 -1.535
```

=====

Formula: C23H60F3N3O17P5
Source: the OMol25 dataset
Level of theory: wB97M-V/def2-TZVPD

Its total charge is +1.

Structure (XYZ):
```
111
C23H60F3N3O17P5 | the OMol25 dataset | wB97M-V/def2-TZVPD
C 2.677 -5.437 -4.118
O 1.803 -5.763 -5.251
C 0.812 -4.710 -5.260
C -0.491 -5.095 -6.141
C -1.740 -4.440 -5.376
C -2.960 -4.034 -6.325
C -3.805 -5.260 -6.907
C -5.157 -5.584 -6.060
P -5.809 -7.228 -6.817
N -6.985 -7.900 -5.963
C -4.805 -5.862 -4.528
N -4.792 -4.645 -3.650
C -6.165 -4.021 -3.763
C -6.309 -3.526 -5.277
C -7.795 -2.902 -5.384
F -8.744 -3.842 -4.975
F -7.823 -1.789 -4.517
F -8.046 -2.462 -6.697
N -6.236 -4.589 -6.301
H 2.472 -6.143 -3.244
H 3.757 -5.576 -4.435
H 2.537 -4.359 -3.764
H 0.418 -4.627 -4.181
H 1.217 -3.682 -5.526
H -0.385 -4.729 -7.213
H -0.606 -6.237 -6.107
H -2.013 -5.107 -4.497
H -1.351 -3.459 -4.916
H -2.500 -3.499 -7.232
H -3.570 -3.247 -5.779
H -4.185 -4.970 -7.948
H -3.203 -6.213 -7.036
H -4.651 -8.046 -7.006
H -6.374 -6.933 -8.120
H -7.189 -7.310 -5.146
H -3.760 -6.339 -4.499
H -5.486 -6.626 -4.017
H -4.019 -3.984 -3.824
H -4.716 -4.968 -2.664
H -6.976 -4.771 -3.477
H -6.270 -3.097 -3.095
H -5.606 -2.653 -5.445
H -7.145 -5.023 -6.498
C -4.907 -0.106 -3.283
O -5.335 -0.138 -1.928
P -4.120 0.309 -0.799
O -3.477 -1.077 -0.829
O -5.188 0.419 0.433
C -6.551 0.050 0.325
O -2.931 0.942 0.263
C -1.884 1.655 -0.395
H -5.757 -0.349 -3.922
H -4.543 0.891 -3.541
H -4.116 -0.843 -3.447
H -6.649 -1.001 0.047
H -7.067 0.692 -0.391
H -7.018 0.190 1.302
H -2.295 2.520 -0.921
H -1.367 1.002 -1.103
H -1.173 2.005 0.356
C 2.834 1.208 2.224
O 3.215 2.577 2.123
P 2.145 3.666 2.910
O 1.155 3.663 1.749
O 3.193 4.912 2.767
C 4.410 4.833 2.042
O 1.166 4.703 3.866
C 0.353 4.017 4.815
H 3.602 0.598 1.747
H 2.752 0.917 3.274
H 1.880 1.040 1.717
H 4.225 4.583 0.996
H 5.083 4.109 2.503
H 4.892 5.812 2.079
H 0.985 3.474 5.523
H -0.317 3.318 4.306
H -0.242 4.749 5.363
C 8.824 7.385 3.736
O 9.570 6.632 2.783
P 9.125 6.923 1.150
O 7.922 5.989 1.224
O 10.434 6.128 0.577
C 11.339 5.416 1.400
O 8.791 7.379 -0.472
C 8.076 8.606 -0.593
H 9.219 7.175 4.730
H 8.925 8.453 3.533
H 7.770 7.100 3.704
H 10.826 4.623 1.948
H 11.851 6.094 2.085
H 12.091 4.955 0.757
H 8.666 9.426 -0.177
H 7.116 8.539 -0.073
H 7.897 8.803 -1.651
C 1.535 -0.851 9.944
O 2.326 0.319 10.137
P 1.470 1.792 9.919
O 1.621 1.721 8.402
O 2.695 2.667 10.558
C 3.940 2.109 10.936
O 0.580 3.258 9.825
C -0.833 3.083 9.886
H 2.150 -1.725 10.161
H 0.679 -0.842 10.622
H 1.188 -0.909 8.910
H 4.432 1.637 10.083
H 3.810 1.397 11.752
H 4.579 2.919 11.294
H -1.114 2.633 10.843
H -1.173 2.447 9.064
H -1.310 4.060 9.804
```

=====

Formula: C20H31KN14OS2
Source: the OMol25 dataset
Level of theory: wB97M-V/def2-TZVPD

For the energy above the lowest of the compared OMol25 structures with the same formula, charge and spin, the calculation gives 0.690 eV.

Structure (XYZ):
```
69
C20H31KN14OS2 | the OMol25 dataset | wB97M-V/def2-TZVPD
K 0.223 0.515 -2.274
C 3.486 1.285 2.751
C 2.060 0.960 2.417
N 1.639 -0.079 1.816
N 2.565 -0.994 1.406
C 2.171 -2.225 0.988
N 3.202 -2.947 0.455
S 0.626 -2.803 1.124
C 0.982 1.930 2.785
C 0.568 2.060 4.105
C -0.475 2.927 4.384
C -1.047 3.634 3.339
C -0.546 3.451 2.058
N 0.452 2.616 1.778
H 4.045 0.402 3.067
H 3.527 2.020 3.552
H 3.990 1.722 1.884
H 3.548 -0.758 1.381
H 3.761 -2.457 -0.242
H 2.905 -3.855 0.136
H 1.039 1.478 4.887
H -0.836 3.043 5.398
H -1.867 4.320 3.505
H -0.964 3.990 1.217
C -1.135 -0.885 3.586
N -2.061 -1.474 2.646
C -3.036 -2.375 3.230
C -2.304 -0.787 1.469
N -2.005 0.431 1.234
N -2.907 -1.599 0.499
C -2.873 -1.365 -0.880
N -3.430 -2.426 -1.578
N -2.324 -0.340 -1.379
H -0.793 -1.666 4.265
H -1.589 -0.081 4.183
H -0.265 -0.508 3.051
H -2.581 -3.337 3.480
H -3.872 -2.545 2.557
H -3.450 -1.946 4.149
H -1.624 0.864 2.070
H -2.860 -2.581 0.720
H -4.219 -2.879 -1.144
H -3.551 -2.256 -2.564
H -2.363 -0.337 -2.399
O -1.202 -0.084 -4.248
S -0.115 0.384 -5.180
N 1.198 0.734 -4.630
N 1.683 -2.289 -6.135
C 2.219 -2.151 -4.878
C 3.407 -1.451 -4.668
C 3.891 -1.320 -3.386
N 3.305 -1.835 -2.300
C 2.183 -2.531 -2.519
C 1.608 -2.719 -3.758
H 1.941 -1.569 -6.792
H 0.699 -2.505 -6.169
H 3.917 -0.970 -5.492
H 4.799 -0.752 -3.215
H 1.693 -2.936 -1.641
H 0.683 -3.273 -3.848
N -1.927 2.552 -0.753
C -2.840 3.529 -0.694
C -2.295 4.628 -1.329
C -1.028 4.191 -1.744
N -0.810 2.929 -1.389
H -2.006 1.607 -0.356
H -3.793 3.371 -0.221
H -2.749 5.592 -1.479
H -0.269 4.731 -2.287
```

=====

Formula: C38H32I2N7O2SeY
Source: the OMol25 dataset
Level of theory: wB97M-V/def2-TZVPD

For the energy above the lowest of the compared OMol25 structures with the same formula, charge and spin, the calculation gives 0.178 eV.

Structure (XYZ):
```
83
C38H32I2N7O2SeY | the OMol25 dataset | wB97M-V/def2-TZVPD
Y 0.366 0.000 0.098
O 0.746 -4.308 0.320
C 0.825 -3.109 0.577
N 1.290 -2.088 -0.156
C 1.949 -2.267 -1.390
C 2.078 -3.464 -2.092
C 2.772 -3.486 -3.297
C 3.336 -2.329 -3.807
C 3.210 -1.126 -3.121
C 2.516 -1.082 -1.918
N 2.246 0.089 -1.176
C 3.096 1.132 -1.200
O 4.147 1.265 -1.814
C 2.671 2.263 -0.278
C 3.427 3.420 -0.239
C 3.049 4.438 0.622
C 1.933 4.265 1.423
C 1.225 3.082 1.326
N 1.580 2.097 0.489
C 0.340 -2.650 1.943
C 0.073 -3.587 2.923
C -0.354 -3.150 4.169
C -0.510 -1.793 4.390
C -0.235 -0.916 3.354
N 0.182 -1.332 2.154
H 1.647 -4.364 -1.686
H 2.873 -4.422 -3.832
H 3.882 -2.354 -4.742
H 3.653 -0.221 -3.507
H 4.293 3.480 -0.881
H 3.625 5.354 0.672
H 1.603 5.022 2.120
H 0.356 2.915 1.953
H 0.210 -4.631 2.679
H -0.562 -3.862 4.957
H -0.843 -1.398 5.340
H -0.369 0.151 3.492
C 1.191 2.931 -4.803
C 1.179 1.606 -5.217
C 0.627 0.623 -4.412
C 0.093 0.997 -3.186
C 0.107 2.317 -2.755
C 0.652 3.290 -3.574
N -0.456 0.049 -2.272
N -0.867 -1.008 -2.769
C -1.466 -1.897 -1.823
C -1.937 -3.093 -2.318
C -2.592 -3.950 -1.444
C -2.757 -3.560 -0.130
C -2.227 -2.341 0.279
N -1.577 -1.524 -0.544
H 1.631 3.689 -5.437
H 1.618 1.332 -6.168
H 0.634 -0.418 -4.701
H -0.327 2.580 -1.795
H 0.660 4.323 -3.254
H -1.786 -3.326 -3.362
H -2.967 -4.903 -1.791
H -3.270 -4.186 0.586
H -2.331 -2.009 1.305
C -9.443 1.309 -1.595
C -7.944 1.359 -1.486
C -7.250 0.472 -0.681
C -5.861 0.504 -0.577
C -5.167 -0.500 0.294
C -5.155 1.470 -1.297
Se -3.238 1.564 -1.285
C -5.832 2.388 -2.117
C -5.115 3.449 -2.907
C -7.214 2.304 -2.200
H -9.859 0.528 -0.961
H -9.754 1.113 -2.622
H -9.888 2.260 -1.296
H -7.796 -0.278 -0.119
H -5.807 -1.366 0.469
H -4.899 -0.075 1.263
H -4.243 -0.829 -0.181
H -4.427 3.016 -3.635
H -4.522 4.092 -2.255
H -5.836 4.065 -3.445
H -7.739 3.007 -2.839
I -2.423 1.858 1.157
I -1.441 2.578 4.062
```

=====

Number 1: total energy -8899.1945 eV, highest occupied orbital energy -9.57 eV, frontier orbital gap 10.44 eV. Number 2: total energy -118680.2385 eV, highest occupied orbital energy -10.21 eV, frontier orbital gap 5.92 eV. Number 3: total energy -82148.0389 eV, highest occupied orbital energy -7.85 eV, frontier orbital gap 8.25 eV. Number 4: total energy -137048.3357 eV, highest occupied orbital energy -7.55 eV, frontier orbital gap 5.87 eV.